ORCA calculation (ωB97M-V/def2-TZVPD) on one molecule with the formula C4H6N2O in a non-equilibrium geometry.

Geometry as XYZ:
```
13
Properties=species:S:1:pos:R:3:forces:R:3
C -0.9831 -1.1471 1.3770 -0.141 -0.070 0.075
C -0.3639 -0.2508 0.3612 -0.308 0.203 0.423
C -0.9714 0.7504 -0.3191 0.476 -0.105 0.340
N -0.0127 1.5230 -1.0168 3.849 -1.685 1.230
C 1.3215 0.6867 -0.6009 -2.214 -0.474 -1.167
O 2.4787 0.6893 -1.3299 -0.845 0.602 0.095
N 1.0045 -0.3113 0.1335 0.109 0.312 0.122
H -0.4876 -1.0335 2.3473 -0.063 -0.010 -0.152
H -0.9054 -2.2003 1.0882 0.031 0.144 0.003
H -2.0408 -0.8980 1.4915 0.090 -0.086 0.032
H -1.9689 1.1120 -0.0603 0.363 0.016 -0.593
H 0.1735 1.3198 -1.9845 -0.959 0.396 -0.884
H 2.7555 -0.2404 -1.4871 -0.389 0.756 0.478
```
Forces are in eV/Å.

Values from the calculation:
- SMILES = Cc1c[nH]c(O)n1
- gap between HOMO and LUMO (eV) = 9.31
- charge = 0



ORCA calculation (ωB97M-V/def2-TZVPD) on a 2-piece molecular cluster, C4H6N2O overall.

Geometry as XYZ:
```
13
Properties=species:S:1:pos:R:3:forces:R:3
N -1.7047 1.0846 1.4579 0.407 0.061 -0.132
C -0.6165 0.7568 0.8903 -0.283 0.085 0.139
C -0.4614 -0.6307 0.2565 -0.243 -0.372 -0.053
O -1.2527 -1.5390 0.2154 0.392 0.408 0.046
N 0.8208 -0.6206 -0.2782 -0.053 -0.118 -0.003
C 1.4486 0.5968 -0.0243 -0.061 0.126 0.078
C 0.6596 1.4452 0.6575 0.108 -0.029 -0.061
H -1.1122 -2.1564 -2.3199 0.013 -0.039 0.003
H -1.6385 2.0390 1.8204 -0.032 -0.075 -0.014
H -0.7439 -2.7725 -2.5081 0.004 0.006 -0.074
H 1.2235 -1.4042 -0.7660 -0.058 0.109 0.064
H 2.4619 0.7539 -0.3748 -0.158 -0.009 0.058
H 0.9157 2.4472 0.9734 -0.036 -0.153 -0.053
```
Forces are in eV/Å.

Values from the calculation:
- SMILES = [H]/N=C1\C=CNC1=O.[H][H]
- gap between HOMO and LUMO (eV) = 8.83
- charge = 0



The evaluated ΔE to the lowest compared entry with this formula, charge and spin for the records listed, in turn: 45.11 47.33 kcal per mole.
The evaluated lowest unoccupied orbital energy for the records listed, in turn: 0.6 -0.3 eV.